(1)
Here is a 2-piece molecular cluster, C3H7N3 overall at a distorted geometry from OMol25. Energies are from ωB97M-V with the def2-TZVPD basis set.

Last column: Mulliken charge in e.
Element x y z (Å)
H  -2.47336  -0.41091  2.35888  0.2520
N  -1.54371  -0.16736  2.00833  -0.6273
N  -1.28266  -0.94726  1.05796  -0.1351
N  -0.07206  -0.79273  0.53307  0.1190
C  0.13481  -1.27339  -0.77940  -0.5418
H  0.37028  0.20549  0.67862  0.2891
H  1.04821  -1.86422  -0.84815  0.2160
H  -0.71976  -1.85662  -1.11541  0.3684
H  0.35923  -0.33467  -1.42175  0.0470
C  0.82465  1.88038  -0.03715  -0.2981
C  1.18225  1.58137  -1.15881  -0.5502
H  0.39860  2.42978  0.76002  0.4599
H  1.77351  1.55013  -2.03621  0.4011

Force components x, y, z for each atom (eV/Å):
H 0.135 -0.145 -0.241
N 0.388 -0.213 -0.579
N -0.582 0.272 0.799
N 0.766 2.404 1.205
C 0.896 1.070 -1.499
H -1.056 -2.537 0.108
H -0.061 -0.249 0.082
H 0.038 0.207 -0.162
H -0.790 -1.720 0.413
C 0.264 0.482 -2.009
C 0.255 1.080 1.718
H -0.149 -0.208 0.603
H -0.106 -0.444 -0.438

Computed properties:
Spin multiplicity: 1
Structure (SMILES): [H]/N=N/NC.C#C
Energy above the lowest of the compared OMol25 structures with the same formula, charge and spin (kcal/mol): 106.0
HOMO level (eV): -9.0211
Lowest unoccupied orbital energy (eV): 1.10
M (g mol⁻¹): 85.110

---

(2)
Here is a 2-piece molecular cluster, C55H65N4O2 overall at a distorted geometry from OMol25. Energies are from ωB97M-V with the def2-TZVPD basis set.

Last column: Mulliken charge in e.
Element x y z (Å)
C  0.01347  1.13653  -0.57564  -1.7928
C  -0.92002  1.95476  0.29931  3.8216
C  -0.17844  3.22288  0.73527  -1.6862
C  -2.09328  2.37229  -0.59656  -2.4223
C  -1.52479  1.24489  1.55562  -0.4666
C  -2.39118  2.06820  2.28407  -1.4068
C  -3.22274  1.55002  3.26295  -1.9753
C  -3.20324  0.18808  3.51818  -0.4249
C  -2.25986  -0.68078  2.94817  0.9558
C  -2.50407  -2.18126  3.40091  2.5454
C  -1.38798  -3.20847  3.31562  -1.6287
C  -3.66252  -2.68304  2.53376  -1.8857
C  -2.92020  -2.21110  4.88819  -1.9151
C  -1.35703  -0.09936  1.98402  0.5240
N  -0.17671  -0.80044  1.57242  1.4689
C  1.11956  -0.45758  1.94920  -0.7718
C  1.55517  0.77468  2.38913  -1.7775
C  2.93975  1.17702  2.52478  0.2931
C  3.92191  0.86818  1.53601  -0.0082
C  5.26492  1.04998  1.80348  -0.5046
C  5.66634  1.62861  3.02758  -0.3474
N  7.02463  1.52351  3.43776  1.0141
O  7.36994  2.03481  4.52824  -0.6291
O  7.82440  0.89903  2.69770  -0.6123
C  4.70622  2.13109  3.92601  -0.7017
C  3.36227  1.91389  3.67556  -0.7343
N  1.83025  -1.63472  1.95607  1.8631
C  3.08334  -1.89740  2.60012  -0.6803
C  3.23686  -1.76069  4.02200  -0.0568
C  2.13903  -1.63662  5.15896  2.7830
C  2.72770  -0.90384  6.38034  -2.1460
C  1.73725  -3.06295  5.55078  -1.8818
C  0.86769  -0.86176  4.86685  -1.1690
C  4.52368  -1.95022  4.54220  -0.1495
C  5.58430  -2.36808  3.75514  -1.6723
C  5.36310  -2.67237  2.42754  -0.6098
C  4.14953  -2.36755  1.79066  0.6751
C  4.22577  -2.61774  0.23943  2.0968
C  5.47861  -1.90939  -0.30489  -1.7967
C  3.10158  -2.13640  -0.66426  -2.0070
C  4.37369  -4.13346  0.05485  -1.8263
C  1.07008  -2.60449  1.31299  -1.1898
C  -0.13812  -2.07946  1.04750  -1.6526
H  -0.44629  0.20396  -0.91597  0.1987
H  0.25608  1.72819  -1.47149  0.6295
H  0.96067  0.92544  -0.06985  0.1383
H  -0.83284  3.91834  1.27062  0.3894
H  0.66242  2.97607  1.38940  0.1664
H  0.21707  3.74878  -0.14347  0.4863
H  -2.78780  3.04867  -0.08659  0.3240
H  -1.73601  2.88654  -1.49829  0.4913
H  -2.65813  1.48907  -0.91969  0.5126
H  -2.46047  3.13059  2.04995  0.4059
H  -3.91556  2.19571  3.80130  0.3921
H  -3.96086  -0.19041  4.20372  0.1935
H  -0.44362  -2.83024  3.71072  0.0449
H  -1.64498  -4.07772  3.94530  0.7165
H  -1.25600  -3.61852  2.31031  0.3092
H  -4.55796  -2.07269  2.69121  0.3852
H  -3.39011  -2.62144  1.47235  0.3262
H  -3.91059  -3.72818  2.75766  0.4445
H  -3.93252  -1.82866  5.05141  0.4718
H  -2.92323  -3.24003  5.27481  0.4396
H  -2.21551  -1.63827  5.50479  0.3185
H  0.78264  1.42054  2.79252  1.4754
H  3.58647  0.49870  0.56163  0.7379
H  6.04744  0.73779  1.11406  0.4714
H  5.04965  2.64494  4.81804  0.4788
H  2.60727  2.27824  4.37583  0.4301
H  3.26135  0.00255  6.06661  0.3440
H  1.92887  -0.58511  7.06479  0.4478
H  3.40261  -1.53799  6.96408  0.4960
H  1.36144  -3.61419  4.67937  0.3292
H  2.59806  -3.60919  5.95533  0.4270
H  0.94560  -3.05220  6.31467  0.4125
H  0.30305  -1.25112  4.02248  -0.6594
H  0.20321  -0.91183  5.74732  0.6963
H  1.07093  0.19919  4.69054  0.1471
H  4.72342  -1.82676  5.60606  0.2414
H  6.57825  -2.48183  4.19423  0.4183
H  6.17183  -3.13334  1.86246  0.3767
H  6.40378  -2.24536  0.17104  0.3337
H  5.58287  -2.08729  -1.38344  0.5420
H  5.39460  -0.82701  -0.15170  0.3144
H  2.23948  -2.80999  -0.67315  0.3838
H  2.79112  -1.11005  -0.44422  0.3824
H  3.47109  -2.13483  -1.70262  0.5784
H  3.52502  -4.65796  0.51234  0.3350
H  4.40276  -4.40807  -1.00714  0.4421
H  5.29018  -4.50667  0.52292  0.3462
H  1.45967  -3.59237  1.12620  0.8165
H  -0.98803  -2.51856  0.55005  0.8204
C  -4.33611  2.10907  -3.17664  -1.0674
C  -4.55472  1.78662  -4.59109  0.0878
N  -5.63889  1.08746  -4.99503  0.1107
C  -6.70191  0.64121  -4.11048  -0.8529
C  -5.62264  0.91177  -6.38385  0.4793
C  -4.47444  1.56627  -6.88668  0.5149
C  -4.33329  1.66082  -8.26782  -0.1792
C  -5.28713  1.05966  -9.10811  -0.8567
C  -6.42070  0.41419  -8.57790  -0.6554
C  -6.60184  0.34227  -7.18676  -0.9236
C  -3.75442  2.11759  -5.73070  1.3954
C  -2.59257  2.87842  -5.69185  -0.7070
C  -1.61154  2.97778  -6.73531  0.6177
C  -1.27157  1.87083  -7.56105  -0.6304
C  -0.37535  2.02856  -8.61859  -0.4357
C  0.21003  3.27512  -8.88361  -0.4652
C  -0.05971  4.35315  -8.02489  -0.5187
C  -0.93026  4.20404  -6.95095  -0.5491
H  -3.37964  2.62937  -3.07675  -0.0147
H  -5.13647  2.76423  -2.79286  0.3998
H  -4.31245  1.19420  -2.56099  0.4261
H  -7.46113  0.16238  -4.72961  0.3263
H  -6.32318  -0.07064  -3.36744  0.3180
H  -7.14897  1.48661  -3.57296  0.3127
H  -3.48520  2.19929  -8.68443  0.4870
H  -5.15171  1.08517  -10.19257  0.3969
H  -7.16097  -0.03303  -9.24544  0.4003
H  -7.45797  -0.13701  -6.72076  0.2538
H  -2.44959  3.50618  -4.81082  0.3646
H  -1.72068  0.89819  -7.35334  0.5142
H  -0.14719  1.17300  -9.25299  0.4108
H  0.88730  3.39952  -9.73025  0.4061
H  0.41228  5.32152  -8.19813  0.3886
H  -1.14661  5.03145  -6.26585  0.3837

Force components x, y, z for each atom (eV/Å):
C 0.404 -0.180 -0.289
C 0.096 -0.003 0.423
C 0.208 0.285 0.061
C -0.475 -0.027 -0.057
C -0.005 0.192 -0.030
C -0.380 -0.206 0.072
C 0.161 0.017 -0.184
C -0.057 0.120 -0.116
C -0.059 0.126 -0.011
C -0.033 0.306 0.143
C 0.423 -0.767 -0.042
C -0.251 -0.019 -0.182
C -0.251 0.041 0.381
C -0.273 0.201 0.440
N -0.210 0.379 -0.409
C 0.354 0.822 1.270
C -0.145 -0.171 -0.390
C 0.427 0.175 0.349
C -0.400 0.240 0.510
C 0.401 0.234 0.585
C -1.586 -0.483 -0.337
N 2.725 0.010 0.599
O -0.702 -0.873 -1.915
O -1.455 1.120 1.274
C 0.254 -0.160 -0.348
C -0.029 -0.186 -0.679
N 0.016 -0.047 -0.383
C 0.569 -0.275 0.206
C -0.129 -0.147 0.205
C 0.243 0.301 -0.216
C 0.187 0.034 0.330
C 0.126 -0.309 0.020
C -0.588 0.453 -0.108
C -0.010 0.082 -0.154
C 0.048 -0.167 -0.068
C 0.044 0.141 0.114
C 0.168 0.056 0.050
C 0.231 -0.047 0.359
C 0.393 0.148 -0.032
C -0.418 0.046 -0.583
C -0.023 -0.283 -0.070
C -0.636 -0.280 -0.205
C 0.441 -0.846 -0.090
H 0.070 0.003 0.076
H -0.074 -0.105 0.188
H -0.235 -0.045 -0.122
H 0.155 -0.072 -0.135
H -0.100 0.079 -0.178
H -0.063 -0.101 0.121
H 0.084 -0.124 -0.077
H 0.140 -0.060 0.184
H 0.068 0.075 0.097
H -0.003 -0.361 0.038
H 0.160 -0.139 -0.131
H 0.411 0.107 -0.238
H -0.148 -0.216 -0.322
H -0.063 0.363 -0.202
H 0.084 0.209 0.414
H 0.073 -0.097 -0.074
H -0.086 -0.036 0.126
H 0.086 0.170 0.055
H 0.231 -0.032 0.080
H 0.001 0.265 -0.258
H -0.184 -0.066 -0.119
H 0.086 0.038 -0.105
H 0.211 -0.021 0.475
H -0.258 0.090 0.150
H -0.100 -0.162 -0.073
H 0.235 -0.178 -0.138
H -0.044 -0.204 0.081
H 0.110 -0.199 -0.227
H -0.076 0.189 -0.053
H 0.079 0.043 0.167
H -0.153 0.031 -0.109
H 0.199 0.055 -0.158
H 0.103 0.194 0.125
H 0.270 -0.116 -0.259
H -0.039 -0.280 0.045
H -0.180 0.034 -0.438
H -0.344 -0.111 -0.135
H -0.212 0.308 0.169
H -0.160 0.141 -0.129
H -0.081 -0.032 0.231
H 0.046 -0.237 -0.089
H 0.142 0.376 0.070
H -0.142 -0.232 -0.008
H -0.019 -0.004 0.324
H 0.145 0.030 -0.075
H 0.016 0.137 0.124
H -0.186 0.006 -0.085
H -0.059 0.139 0.031
H 0.076 0.095 0.138
C 0.222 0.205 0.400
C -1.504 -0.481 -0.537
N 1.356 0.753 0.941
C -0.175 -0.164 0.186
C 0.253 0.554 -0.820
C -0.594 -0.639 -0.229
C -0.121 -0.196 -0.357
C -0.100 0.036 0.403
C 0.347 0.031 0.417
C 0.296 0.089 -0.230
C 0.771 0.314 -0.438
C -1.080 -0.484 0.262
C 0.854 0.034 -0.873
C -0.095 0.495 0.032
C -0.156 0.035 0.162
C -0.336 0.009 0.581
C 0.036 0.002 -0.099
C -0.338 -0.342 0.204
H -0.264 -0.166 0.216
H 0.218 -0.256 -0.109
H 0.010 0.364 -0.183
H 0.075 0.056 0.329
H -0.051 0.079 -0.254
H 0.118 -0.133 -0.247
H -0.236 -0.216 -0.065
H -0.049 0.112 0.427
H 0.295 0.159 0.250
H 0.020 0.057 -0.388
H 0.168 -0.223 -0.046
H 0.137 0.267 -0.128
H -0.005 0.205 0.181
H -0.213 -0.042 0.291
H -0.118 -0.317 0.047
H 0.186 -0.194 -0.389

Computed properties:
Spin multiplicity: 1
Energy above the lowest of the compared OMol25 structures with the same formula, charge and spin (kcal/mol): 0.0
Net charge: +1
HOMO level (eV): -8.0702
Lowest unoccupied orbital energy (eV): -4.91
M (g mol⁻¹): 814.151